Version 1
{
  "formula": "C4H13N3",
  "method": "the ωB97M-V functional and the def2-TZVPD basis",
  "elements": ["H", "H", "C", "H", "H", "C", "H", "C", "H", "H", "H", "N", "H", "H", "H", "H", "C", "H", "N", "N"],
  "coordinates": [[-0.7320, -1.0223, -1.1866], [1.1437, 0.7279, 1.3877], [0.4039, 0.6423, -0.5038], [-0.5762, 1.6071, 3.5335], [-0.9263, 2.0388, 1.3172], [0.4250, -1.3538, -2.6514], [1.4498, 0.6808, -0.7703], [-0.9934, 0.9724, 1.5439], [-0.3674, -1.3379, -3.4012], [0.3647, -0.7708, 1.1088], [-0.2551, 1.1421, -1.1979], [0.2614, -0.9774, -1.3914], [-2.1284, 1.0082, 3.2772], [1.8362, -1.8498, -4.0626], [-1.9200, 0.6694, 1.0570], [2.2966, -1.5525, -2.4229], [0.2336, 0.3014, 0.9447], [-0.9566, -0.0069, 3.4666], [-1.1347, 0.9102, 3.0370], [1.5753, -1.8290, -3.0853]],
  "nbo_charge": [0.3856, 0.2622, -0.0591, 0.4634, 0.2430, 0.4106, 0.2439, -0.2294, 0.2198, 0.2864, 0.2540, -0.6830, 0.4651, 0.4502, 0.2438, 0.4143, -0.5110, 0.4545, -0.6705, -0.6437],
  "homo_energy_ev": -18.2088,
  "total_charge": 2
}


Version 2
{
  "formula": "C4H13N3",
  "method": "the ωB97M-V functional and the def2-TZVPD basis",
  "elements": ["H", "H", "C", "H", "H", "H", "N", "H", "H", "N", "C", "H", "H", "H", "H", "C", "H", "H", "N", "C"],
  "coordinates": [[2.2839, -3.0962, -0.9126], [-2.3405, 2.5228, -0.2382], [-0.3164, 1.7047, -0.5211], [0.0917, 1.3983, -1.5611], [1.2721, -3.4484, 0.4260], [0.8827, -1.4100, -1.6384], [0.7577, -0.6730, 1.8080], [1.5744, -1.3467, 2.0285], [1.0540, 0.2813, 2.0317], [-1.6345, 2.3406, -0.9502], [0.9645, -1.6081, -0.5714], [0.0141, -1.0342, 2.4186], [-1.2713, 3.2305, -1.3434], [0.0935, 2.3205, 0.2844], [-2.0843, 1.8693, -1.7457], [0.3895, -0.7789, 0.3179], [-1.3159, -0.0575, -0.7167], [-1.3359, 0.3336, 0.9891], [1.6102, -2.7443, -0.2148], [-0.6894, 0.1957, 0.1091]],
  "nbo_charge": [0.4298, 0.4551, -0.2322, 0.2576, 0.4299, 0.2319, -0.7018, 0.4719, 0.4483, -0.6931, 0.1049, 0.4500, 0.4651, 0.2500, 0.4520, -0.0351, 0.2293, 0.2304, -0.8025, -0.4415],
  "homo_energy_ev": -16.4287,
  "total_charge": 2,
  "smiles": "N/C=C(\\[NH3+])CC[NH3+]"
}


Most stable: version 2


Version 1
{
  "formula": "C4H13N3",
  "method": "the ωB97M-V functional and the def2-TZVPD basis",
  "elements": ["H", "C", "C", "C", "H", "H", "H", "H", "H", "N", "H", "H", "H", "H", "H", "C", "N", "N", "H", "H"],
  "coordinates": [[-1.0671, -2.1222, -3.2600], [0.1769, -1.0056, -1.9897], [0.6429, -0.1639, 0.4833], [0.5662, 1.0371, 2.6298], [-0.4339, 2.7960, 3.3050], [-1.0609, 0.2569, -0.7134], [-1.7864, -0.7163, -2.7602], [-0.5695, 1.6153, 0.9454], [1.3591, 0.2873, 3.0033], [-0.8776, -1.0945, -3.0240], [0.6612, -1.9628, -1.8702], [-1.0137, -1.4954, -0.2672], [1.5877, 0.1601, 0.0830], [-0.6578, -0.6408, -3.9934], [0.8302, -1.1352, 1.1745], [-0.4032, -0.6231, -0.5877], [0.1104, 0.9023, 1.3528], [0.2357, 2.0330, 3.5163], [0.9772, -0.2654, -2.4076], [0.7227, 2.1372, 4.3801]],
  "nbo_charge": [0.4696, -0.2382, -0.2221, 0.4079, 0.4404, 0.2090, 0.4519, 0.4399, 0.2583, -0.6989, 0.2471, 0.2491, 0.2346, 0.4816, 0.2453, -0.4254, -0.5473, -0.7012, 0.2483, 0.4500],
  "homo_energy_ev": -18.2063,
  "total_charge": 2,
  "smiles": "N/C=[NH+]/CCC[NH3+]"
}


Version 2
{
  "formula": "C4H13N3",
  "method": "the ωB97M-V functional and the def2-TZVPD basis",
  "elements": ["N", "H", "H", "H", "H", "H", "H", "N", "H", "H", "H", "H", "H", "C", "N", "C", "C", "C", "H", "H"],
  "coordinates": [[0.6137, -0.8610, 0.4629], [1.8894, 1.3150, -2.0183], [-2.3370, -0.3377, 0.5939], [2.6189, 1.7993, -0.0327], [1.5753, -0.4587, 0.5553], [0.7933, -1.3403, -1.6156], [-0.2123, 0.5800, -2.5556], [1.1298, 1.2930, -1.2994], [0.0364, -0.9626, 2.4494], [-1.8904, -2.0155, 0.7516], [-0.4383, 0.5123, 1.6105], [-0.6978, -1.2870, -0.9233], [-0.9235, 1.1137, -1.0466], [-0.0447, 0.6187, -1.4960], [0.2291, -0.7859, -0.8189], [-0.3458, -0.5612, 1.5122], [-1.7639, -1.0735, 1.1963], [1.4614, 1.7005, -0.1510], [0.7192, 1.9199, 0.7000], [-2.4128, -1.1689, 2.1255]],
  "nbo_charge": [-0.3816, 0.4775, 0.2165, 0.2848, 0.3920, 0.4741, 0.2781, -0.4543, 0.2768, 0.2397, 0.1790, 0.4822, 0.2746, -0.1213, -0.3722, -0.2450, -0.6901, 0.1048, 0.2754, 0.3090],
  "homo_energy_ev": -19.1592,
  "total_charge": 2,
  "smiles": "C=[NH+]C[NH2+]NCC"
}


Version 3
{
  "formula": "C4H13N3",
  "method": "the ωB97M-V functional and the def2-TZVPD basis",
  "elements": ["H", "H", "H", "C", "H", "H", "C", "N", "H", "H", "C", "H", "H", "H", "H", "N", "H", "H", "N", "C"],
  "coordinates": [[-2.1236, -1.5997, 0.1956], [0.5277, -1.7437, 1.3221], [-0.4295, 0.5832, -1.5992], [0.5733, 0.2231, -1.5011], [0.7398, -0.6737, -2.1329], [0.0534, -2.1398, -0.2461], [-1.9843, -0.1401, 1.4226], [1.4870, 1.3277, -2.0254], [0.8595, 0.7382, 0.6186], [1.9253, -0.5863, 0.0584], [0.9324, -0.1479, -0.0449], [1.3234, 1.6699, -2.9771], [-3.0325, 0.0966, 1.2742], [2.3909, 0.8639, -1.9179], [-1.5719, 1.3411, 2.7347], [-1.4065, -1.0801, 0.6894], [-0.4511, -0.0144, 2.6964], [1.5186, 2.1861, -1.4670], [-1.3371, 0.4010, 2.4461], [0.0054, -1.3052, 0.4535]],
  "nbo_charge": [0.4465, 0.2469, 0.2317, -0.2237, 0.2492, 0.2578, 0.4041, -0.6743, 0.2254, 0.2588, -0.4408, 0.4684, 0.2519, 0.4513, 0.4510, -0.5206, 0.4249, 0.4492, -0.7008, -0.2570],
  "homo_energy_ev": -18.7956,
  "total_charge": 2,
  "smiles": "N/C=[NH+]\\CCC[NH3+]"
}


Most stable: version 3


Version 1
{
  "formula": "C4H10N2O",
  "method": "the ωB97M-V functional and the def2-TZVPD basis",
  "elements": ["H", "H", "H", "H", "C", "H", "O", "C", "H", "N", "C", "H", "H", "N", "H", "C", "H"],
  "coordinates": [[-1.1439, 2.6948, -2.1425], [0.5678, 2.3764, -2.3035], [1.6330, -1.3979, 0.2737], [-1.1971, -0.8811, -0.2704], [-0.6317, -1.3953, 1.5982], [-1.5523, -1.8945, 1.9020], [0.0848, -0.8058, 2.3449], [-0.3861, 1.9174, -2.0483], [0.9119, -1.2141, -1.3791], [-0.3706, -1.2902, 0.1826], [0.9077, 0.6868, -0.4098], [-0.7633, 1.2089, -2.7927], [1.3812, 1.0046, 0.5152], [-0.3779, 1.2503, -0.7239], [1.6255, 0.8547, -1.2097], [0.8811, -0.9448, -0.3195], [-0.4201, 2.0135, -0.0516]],
  "nbo_charge": [0.2373, 0.2022, 0.2597, 0.4369, 0.5079, 0.1842, -0.4101, -0.4422, 0.2731, -0.3073, -0.1766, 0.2133, 0.2472, -0.6071, 0.2259, -0.2389, 0.3947],
  "spin_multiplicity": 2,
  "homo_energy_ev": [-14.7832, -14.5300],
  "total_charge": 1
}


Version 2
{
  "formula": "C4H10N2O",
  "method": "the ωB97M-V functional and the def2-TZVPD basis",
  "elements": ["N", "H", "H", "H", "C", "H", "H", "H", "H", "H", "O", "C", "H", "C", "N", "C", "H"],
  "coordinates": [[-1.0533, -0.1810, 1.1148], [-0.6033, -1.7986, -0.1598], [-2.8859, -0.6226, -1.3492], [1.1947, -0.9693, 0.0451], [1.9378, 1.1073, -0.6493], [2.0111, 0.1307, 1.0883], [-1.7482, 0.0370, 1.8167], [2.0994, 0.7482, -1.6517], [1.3790, 2.0419, -0.6920], [2.9009, 1.4083, -0.2720], [0.2381, 1.5117, 1.8215], [1.2912, 0.0757, 0.3141], [-2.1953, -1.7926, 0.5112], [-1.4558, -1.1538, 0.0315], [-1.9089, -0.5289, -1.1423], [0.0591, 0.5003, 1.0779], [-1.2607, -0.5145, -1.9048]],
  "nbo_charge": [-0.5135, 0.2044, 0.4082, 0.2615, -0.6091, 0.2759, 0.4379, 0.2451, 0.2365, 0.2395, -0.0675, -0.4851, 0.2286, -0.0608, -0.8386, 0.6410, 0.3961],
  "spin_multiplicity": 2,
  "homo_energy_ev": [-14.3285, -14.2804],
  "total_charge": 1
}


Most stable: version 2


Version 1
{
  "formula": "C5H8O3",
  "method": "the ωB97M-V functional and the def2-TZVPD basis",
  "elements": ["C", "H", "C", "H", "C", "O", "H", "C", "H", "H", "H", "H", "O", "O", "C", "H"],
  "coordinates": [[2.2472, 0.1146, 0.0431], [-2.6536, 0.7432, 1.5906], [-1.1936, -0.1250, -0.0187], [-2.7238, -0.9854, -0.9722], [0.1242, -0.3011, 0.6199], [-1.8021, -1.1304, -0.4997], [-2.7848, 1.1047, -0.2187], [-2.1207, 0.9525, 0.6069], [2.7529, -0.4590, -0.7542], [0.0897, -0.5096, -1.5283], [0.2028, 0.4607, 1.5298], [-1.5338, 2.0803, 0.5567], [1.2883, 1.0655, -0.6519], [1.5769, -1.0081, 0.6739], [0.1594, 0.2755, -0.7661], [2.8470, 0.6499, 0.7069]],
  "nbo_charge": [0.1990, 0.2372, 0.3305, 0.4945, 0.0171, -0.6642, 0.2062, -0.6491, 0.1667, 0.1800, 0.1951, 0.2305, -0.5113, -0.5308, -0.0664, 0.1650],
  "homo_energy_ev": -8.7725,
  "smiles": "CC1(O)[C@H]2OCO[C@@H]21"
}


Version 2
{
  "formula": "C5H8O3",
  "method": "the ωB97M-V functional and the def2-TZVPD basis",
  "elements": ["C", "O", "C", "C", "O", "H", "H", "C", "H", "C", "H", "O", "H", "H", "H", "H"],
  "coordinates": [[-2.0653, 0.1598, 0.2162], [1.7150, -0.2977, -1.4518], [1.4552, 0.4399, -0.3660], [1.4120, -0.2924, 1.0662], [-1.1752, -0.7897, 1.0404], [-2.6656, 0.7412, 1.1169], [1.7258, -1.3600, 1.1037], [0.0537, 0.7259, -0.1235], [2.2975, 1.2457, -0.3464], [-0.0028, -0.6262, 0.5546], [0.6329, -0.1992, -2.2182], [-1.2738, 0.7173, -0.8402], [1.6506, 0.4083, 2.0230], [-3.0369, -0.5600, -0.2173], [-0.0019, 1.6624, 0.4787], [0.1526, -1.4199, -0.0121]],
  "nbo_charge": [0.1790, -0.6724, 0.0963, -0.4546, -0.5251, 0.1861, 0.2349, 0.0231, 0.1608, 0.0750, 0.4641, -0.5378, 0.2295, 0.1809, 0.1970, 0.1633],
  "homo_energy_ev": -9.2431
}


Most stable: version 1